ORCA calculation (ωB97M-V/def2-TZVPD) on a single C4H6NOP molecule in a non-equilibrium geometry.

The geometry in XYZ format:
```
13
C4H6NOP, DFT ωB97M-V/def2-TZVPD
O -0.6472 -1.4212 -2.4332
N -0.5400 -0.8942 -1.3165
P -0.8839 -1.7919 0.0207
C -0.6473 -0.4222 1.1816
C 0.7253 0.2785 1.0086
C 0.6236 0.9451 -0.2879
C -0.0166 0.4839 -1.3437
H -0.6984 -0.7767 2.1592
H -1.3294 0.3463 1.0135
H 1.4479 -0.5195 1.0347
H 0.8365 0.9818 1.8418
H 1.0624 1.9872 -0.4312
H 0.0669 0.8030 -2.4476
```

Values from the calculation:
Highest occupied orbital energy (spin up / spin down) = -8.2518 / -8.0172 eV
Kohn-Sham gap (spin up / spin down) = 7.758 / 7.734 eV
Lowest unoccupied orbital energy (spin up / spin down) = -0.494 / -0.283 eV
M = 115.07 g/mol
Structure (SMILES) = [O-][N+]1=PCCC=C1

ORCA calculation (ωB97M-V/def2-TZVPD) on a single C5H8O2 molecule.

The geometry in XYZ format:
```
15
C5H8O2, DFT ωB97M-V/def2-TZVPD
O -0.0672 -0.4049 3.0184
C -0.0567 -0.0779 1.8632
C 0.9320 0.6921 0.9943
C -0.0925 0.6195 -0.1700
C 0.4394 -0.0306 -1.4725
O 1.8067 -0.3972 -1.4343
C -1.0430 -0.2484 0.7084
H 1.8301 0.1038 0.7805
H 1.2230 1.6806 1.3616
H -0.5411 1.5939 -0.3894
H 0.2487 0.6319 -2.3288
H -0.1007 -0.9656 -1.6554
H 2.3368 0.4057 -1.5088
H -1.1559 -1.2890 0.3826
H -2.0372 0.1627 0.9135
```

Values from the calculation:
Highest occupied orbital energy = -9.5239 eV
Kohn-Sham gap = 10.261 eV
Lowest unoccupied orbital energy = 0.737 eV
M = 100.12 g/mol
Structure (SMILES) = O=C1CC(CO)C1

ORCA calculation (ωB97M-V/def2-TZVPD) on 2 unconnected molecules or ions with the total composition C6H12N2 in a non-equilibrium geometry.

The geometry in XYZ format:
```
20
C6H12N2, DFT ωB97M-V/def2-TZVPD
H -1.4368 0.1164 -2.1899
N -1.8673 -0.6973 -1.7519
C -1.8649 -0.6599 -0.4924
C -1.3672 0.3764 0.4648
C -1.6313 0.0920 1.9245
C 0.3025 0.7599 0.1211
N -1.2211 1.7033 0.1159
H -2.2804 -1.5505 -0.0054
H -1.2346 0.8966 2.5400
H -1.1680 -0.8488 2.2199
H -2.7077 0.0364 2.0975
H 0.5871 0.8062 -0.9280
H 0.8274 1.2354 0.9456
H -1.4766 1.8871 -0.8543
C 2.6182 -0.5294 -0.0848
C 2.9559 -0.9201 -1.2969
H 3.2464 0.0656 0.5614
H 1.5683 -0.6876 0.3021
H 3.8368 -0.5326 -1.7928
H 2.3131 -1.5490 -1.8963
```

Values from the calculation:
Highest occupied orbital energy = -9.1018 eV
Kohn-Sham gap = 10.004 eV
Lowest unoccupied orbital energy = 0.902 eV
M = 112.18 g/mol
Structure (SMILES) = [H]/N=C\[C@@]1(C)CN1.C=C

Per-record ΔE to the lowest compared entry with this formula, charge and spin, kJ/mol: 236.96; 131.40; 428.92